1.
The following is a DFT calculation (ωB97M-V/def2-TZVPD) of C33H66Cl20InN2OS as an isolated structure.

```
! wB97M-V def2-TZVPD RIJCOSX def2/J DEFGRID3
* xyz -1 1
C 3.18 0.05 2.93
C 2.65 -1.28 2.37
C 3.27 -1.62 1.00
C 2.41 -1.22 -0.21
C 2.69 0.17 -0.81
C 1.62 1.21 -0.46
C 1.98 2.61 -0.96
C 2.76 3.50 0.01
C 2.24 3.53 1.45
In 0.23 4.45 1.70
C -1.43 3.01 2.16
C -1.00 1.61 2.47
S -2.40 0.46 2.99
C -3.36 0.69 1.58
N -3.17 0.23 0.39
N -4.14 0.79 -0.41
C -4.85 1.54 0.35
O -4.44 1.53 1.62
H 3.36 0.73 2.10
H 4.14 -0.10 3.41
H 2.49 0.52 3.63
H 1.57 -1.24 2.33
H 2.91 -2.07 3.08
H 3.45 -2.69 0.97
H 4.24 -1.13 0.94
H 2.61 -1.96 -0.98
H 1.35 -1.32 0.04
H 3.65 0.54 -0.45
H 2.71 0.05 -1.89
H 0.69 0.90 -0.94
H 1.43 1.17 0.61
H 1.10 3.14 -1.32
H 2.62 2.46 -1.84
H 3.83 3.28 -0.02
H 2.67 4.52 -0.37
H 2.24 2.54 1.90
H 2.92 4.13 2.05
H -0.24 5.31 0.18
H 0.26 5.65 3.02
H -1.97 3.43 3.01
H -2.12 3.02 1.31
H -0.26 1.54 3.26
H -0.61 1.13 1.58
H -5.68 2.15 0.02
Cl -5.68 6.13 -0.17
C -4.81 5.07 -1.31
C -5.72 4.55 -2.40
Cl -6.95 3.42 -1.77
H -4.37 4.25 -0.74
H -4.01 5.65 -1.75
H -5.14 4.01 -3.14
H -6.25 5.37 -2.89
Cl 6.77 0.55 3.28
C 6.96 -1.01 4.11
C 7.97 -1.90 3.43
Cl 7.38 -2.47 1.84
H 5.98 -1.47 4.16
H 7.30 -0.80 5.13
H 8.14 -2.79 4.03
H 8.91 -1.39 3.27
Cl -4.40 -5.04 -1.80
C -3.03 -3.90 -1.60
C -2.32 -3.66 -2.91
Cl -1.45 -5.12 -3.46
H -2.37 -4.31 -0.85
H -3.45 -2.96 -1.24
H -1.58 -2.87 -2.78
H -3.01 -3.37 -3.69
Cl -7.46 3.78 4.82
C -6.14 3.09 3.83
C -4.78 3.34 4.42
Cl -4.32 5.06 4.35
H -6.22 3.51 2.83
H -6.32 2.02 3.77
H -4.03 2.79 3.85
H -4.73 3.02 5.46
Cl -12.86 6.48 3.24
C -11.56 5.35 2.76
C -10.19 5.89 3.07
Cl -9.77 7.28 2.05
H -11.68 5.15 1.70
H -11.73 4.43 3.31
H -9.45 5.12 2.89
H -10.11 6.20 4.11
Cl 5.17 5.19 -2.06
C 5.52 6.68 -1.15
C 6.42 6.43 0.03
Cl 5.62 5.47 1.30
H 4.57 7.11 -0.84
H 6.01 7.37 -1.84
H 6.71 7.38 0.48
H 7.32 5.90 -0.26
Cl 1.96 -6.74 -1.01
C 1.32 -7.49 -2.50
C 2.21 -8.59 -3.01
Cl 3.75 -7.93 -3.63
H 1.20 -6.70 -3.24
H 0.34 -7.90 -2.25
H 1.73 -9.10 -3.84
H 2.44 -9.31 -2.23
Cl 3.15 -2.86 -3.61
C 2.61 -3.67 -5.11
C 3.59 -4.71 -5.58
Cl 5.11 -4.00 -6.18
H 2.46 -2.90 -5.86
H 1.65 -4.13 -4.89
H 3.15 -5.26 -6.41
H 3.84 -5.42 -4.80
Cl -1.95 -6.52 -7.69
C -3.30 -5.71 -6.84
C -3.81 -4.52 -7.60
Cl -2.63 -3.18 -7.63
H -2.94 -5.43 -5.85
H -4.09 -6.45 -6.73
H -4.71 -4.14 -7.11
H -4.06 -4.77 -8.63
Cl 4.67 -3.61 5.33
C 5.39 -4.74 4.15
C 4.42 -5.14 3.08
Cl 3.10 -6.16 3.72
H 5.76 -5.60 4.71
H 6.24 -4.23 3.69
H 4.93 -5.72 2.32
H 3.96 -4.27 2.61
*
```

Output
HOMO level   -4.8282 eV

=====

2.
The following is a DFT calculation (ωB97M-V/def2-TZVPD) of C33H66ClN3O6RbSb2Se4Si3 as an isolated structure.

```
! wB97M-V def2-TZVPD RIJCOSX def2/J DEFGRID3
* xyz -1 1
Rb -1.29 -2.24 2.47
C -0.43 2.71 4.25
C -1.30 1.66 3.60
C -2.46 1.22 4.60
O -0.61 0.50 3.10
C -1.97 2.34 2.41
O -3.19 2.25 2.27
O -1.20 2.86 1.47
H -0.06 2.22 5.16
H -1.03 3.60 4.52
H 0.45 3.13 3.60
H -2.11 0.88 5.56
H -3.24 0.58 4.12
H -3.06 2.08 4.83
H 0.22 0.55 3.61
C -3.00 -4.44 5.48
O -2.72 -4.41 4.06
C -3.77 -5.06 3.26
C -3.42 -5.12 1.77
O -3.49 -3.80 1.15
C -4.00 -3.97 -0.20
H -4.05 -4.30 5.66
H -2.34 -3.73 6.06
H -2.74 -5.45 5.84
H -4.78 -4.63 3.45
H -3.74 -6.18 3.61
H -4.00 -5.84 1.27
H -2.34 -5.51 1.55
H -3.19 -4.39 -0.78
H -4.25 -2.95 -0.53
H -4.80 -4.71 -0.32
Se 3.44 -2.93 6.92
Sb 2.02 -1.81 5.21
Se -0.24 -1.42 6.22
Se 3.00 0.24 4.15
Se 1.86 -3.75 3.63
C -5.42 4.76 0.53
Si -3.82 5.76 0.66
C -3.97 7.30 -0.33
C -3.46 6.26 2.39
Sb -1.86 4.26 -0.24
Si -2.65 2.76 -2.11
C -4.01 1.76 -1.33
C -1.43 1.66 -2.95
C -3.35 4.03 -3.39
Si 0.35 5.33 -1.27
C 1.94 4.44 -0.56
C 0.31 5.38 -3.10
C 0.48 7.07 -0.54
H -6.11 5.18 1.31
H -5.21 3.67 0.79
H -6.03 4.68 -0.39
H -3.10 7.60 -1.01
H -3.94 8.20 0.30
H -4.90 7.33 -1.03
H -3.28 5.39 3.08
H -4.33 6.86 2.77
H -2.67 7.05 2.46
H -4.83 1.64 -2.02
H -4.54 2.39 -0.52
H -3.58 0.83 -0.98
H -1.92 0.94 -3.68
H -1.08 0.96 -2.19
H -0.57 2.25 -3.44
H -3.14 5.02 -3.08
H -4.45 4.01 -3.56
H -2.80 3.96 -4.31
H 2.05 3.37 -0.80
H 1.91 4.51 0.58
H 2.81 5.01 -1.03
H 0.86 6.25 -3.53
H -0.76 5.43 -3.35
H 0.78 4.50 -3.60
H 0.40 7.08 0.56
H -0.37 7.68 -0.98
H 1.49 7.52 -0.75
C 4.95 -1.33 -0.47
C 4.83 -1.02 -1.98
C 6.19 -1.29 -2.56
C 4.58 0.47 -2.13
C 3.66 -1.86 -2.75
O 3.88 -1.85 -4.19
C 3.72 -3.26 -2.19
C 3.06 -4.45 -2.98
C 3.37 -5.86 -2.53
C 3.23 -6.86 -3.47
C 3.09 -8.18 -3.06
C 3.31 -8.59 -1.73
Cl 3.69 -10.26 -1.28
C 3.68 -7.55 -0.87
C 3.63 -6.16 -1.20
C 2.26 -1.30 -2.68
N 1.72 -1.14 -1.29
C 0.90 -1.92 -0.54
N 0.42 -1.25 0.48
C 0.98 0.00 0.35
N 1.73 0.10 -0.68
H 3.93 -1.38 -0.09
H 5.59 -0.59 0.11
H 5.49 -2.36 -0.38
H 7.01 -0.93 -1.97
H 6.38 -0.75 -3.51
H 6.48 -2.34 -2.73
H 5.41 1.04 -1.73
H 3.80 0.72 -1.48
H 4.44 0.76 -3.21
H 4.50 -2.52 -4.61
H 3.40 -3.29 -1.14
H 4.77 -3.54 -2.09
H 3.24 -4.44 -4.06
H 2.02 -4.31 -2.83
H 3.27 -6.63 -4.59
H 2.77 -8.91 -3.78
H 3.94 -7.74 0.17
H 3.73 -5.38 -0.44
H 1.50 -1.84 -3.24
H 2.27 -0.30 -3.10
H 0.52 -2.91 -0.87
H 0.69 0.92 0.89
*
```

Output
Energy above the lowest of the compared OMol25 structures with the same formula, charge and spin   528.5 kJ/mol
HOMO level (alpha / beta)   -3.5687 / -3.5898 eV

=====

Number 1: M 1362.85 g/mol. Number 2: M 1365.45 g/mol.